[1]
20
Properties=species:S:1:pos:R:3 method="wB97M-V/def2-TZVPD" spin_multiplicity=2 gap_ev="10.898 / 5.721" s2=0.753 charge=+2
O -0.371 0.121 2.648
C -0.428 0.645 1.578
C 0.533 0.396 0.428
C -0.007 0.298 -1.032
C -0.860 1.464 -1.497
S -0.615 3.158 -0.698
N 1.282 -0.883 0.783
H -1.114 1.481 1.449
H 1.308 1.145 0.633
H 0.914 0.094 -1.698
H -0.625 -0.631 -1.166
H -1.931 1.260 -1.352
H -0.673 1.731 -2.591
H -0.640 4.064 -1.724
H 2.252 -0.662 0.532
H 1.152 -1.769 0.304
H 1.138 -1.121 1.778
H -1.209 -3.464 0.462
H 0.159 -4.005 0.850
O -0.265 -3.322 0.314


[2]
20
Properties=species:S:1:pos:R:3 method="wB97M-V/def2-TZVPD" gap_ev=11.491 charge=+1
O -1.296 0.430 1.654
C -0.357 1.262 1.210
C 0.759 0.671 0.395
N 0.338 -0.562 -0.328
C 1.498 -1.556 -0.565
C 0.902 -2.855 -0.976
O -0.351 2.433 1.512
H -1.927 0.834 2.240
H 1.408 0.422 1.248
H 1.436 1.350 -0.118
H -0.074 -0.338 -1.258
H -0.423 -1.051 0.148
H 2.273 -1.119 -1.231
H 2.115 -1.523 0.327
H 1.583 -3.419 -1.619
H 0.655 -3.538 -0.173
H 0.066 -2.730 -1.686
H -1.839 0.604 -2.924
H -0.803 1.447 -2.162
O -1.297 0.606 -2.144


[3]
20
Properties=species:S:1:pos:R:3 method="wB97M-V/def2-TZVPD" gap_ev=10.726 charge=+1
O 0.798 -1.410 2.266
C -0.115 -0.946 1.658
C 0.081 0.299 0.755
C -0.838 0.296 -0.453
C -1.589 1.609 -0.728
O -0.849 2.335 -1.698
N 1.517 0.147 0.296
H -1.140 -1.332 1.647
H -0.020 1.217 1.332
H -1.552 -0.516 -0.377
H -0.299 0.117 -1.376
H -1.605 2.200 0.187
H -2.624 1.427 -1.001
H -1.430 2.704 -2.372
H 1.497 -0.504 -0.504
H 1.912 1.036 -0.045
H 2.111 -0.220 1.044
H 0.424 -1.976 -2.252
H 1.059 -2.996 -1.308
O 0.686 -2.105 -1.333


[4]
19
Properties=species:S:1:pos:R:3 method="wB97M-V/def2-TZVPD" gap_ev=5.816 charge=-1
C 1.455 -0.412 -1.537
N 0.652 -0.119 -0.370
C 0.995 1.052 0.499
C -0.291 1.731 0.943
S -0.067 2.995 2.222
C 1.137 -1.785 -2.103
H 2.487 -0.239 -1.244
H 1.132 0.346 -2.273
H -0.284 -0.502 -0.312
H 1.503 0.601 1.345
H 1.604 1.708 -0.122
H -0.760 2.121 0.037
H -0.937 0.967 1.373
H 0.588 -1.773 -3.033
H 0.601 -2.362 -1.346
H 2.050 -2.353 -2.315
H -4.382 -0.102 3.022
H -3.275 -0.868 2.495
O -4.208 -1.005 2.719


[5]
19
Properties=species:S:1:pos:R:3 method="wB97M-V/def2-TZVPD" spin_multiplicity=2 gap_ev="9.954 / 6.787" s2=0.753 charge=0
C -0.399 0.956 -1.697
N 0.602 0.725 -0.659
C 0.548 -0.628 -0.105
C 1.033 -0.647 1.332
S 1.270 -2.276 2.007
C -0.220 2.329 -2.345
H -1.414 0.864 -1.277
H -0.309 0.196 -2.469
H 0.485 1.396 0.083
H -0.490 -1.008 -0.102
H 1.072 -1.295 -0.801
H 1.996 -0.124 1.436
H 0.332 -0.051 1.923
H 0.818 2.621 -2.182
H -0.811 3.134 -1.920
H -0.312 2.319 -3.418
H -0.822 -2.393 3.106
H -1.644 -3.404 3.881
O -1.738 -2.714 3.210


[6]
19
Properties=species:S:1:pos:R:3 method="wB97M-V/def2-TZVPD" gap_ev=5.876 smiles=CC[Si](C)(C)O[NH-] charge=-1
C 0.711 1.673 1.417
C -1.730 -1.757 -0.567
C 1.389 -1.208 -0.576
C -0.425 0.651 1.226
N 0.609 1.507 -1.739
O -0.743 0.682 -1.504
Si -0.262 -0.331 -0.353
H 1.631 1.229 1.385
H 0.767 2.402 0.583
H 0.515 2.206 2.351
H -2.503 -1.730 0.225
H -2.148 -1.836 -1.550
H -1.332 -2.719 -0.431
H 2.121 -1.034 0.291
H 1.126 -2.310 -0.656
H 1.890 -1.058 -1.542
H -1.328 1.136 1.109
H -0.496 0.089 2.144
H 0.208 2.407 -1.814


[7]
18
Properties=species:S:1:pos:R:3 method="wB97M-V/def2-TZVPD" gap_ev="8.960 / 9.050" charge=+1
C -3.442 -0.069 0.144
C 0.519 -1.385 -0.390
C 2.639 -0.031 0.782
C 0.694 1.504 -0.579
N -2.118 0.053 -0.006
S 0.826 0.094 0.558
H -3.978 0.661 -0.376
H -3.743 0.063 1.205
H -3.677 -1.140 0.077
H 0.390 -1.113 -1.533
H -0.320 -2.001 -0.009
H 1.420 -2.017 -0.241
H 2.831 1.002 1.095
H 3.133 -0.499 -0.092
H 2.937 -0.584 1.666
H 0.784 2.567 -0.045
H -0.266 1.572 -0.880
H 1.372 1.322 -1.375


[8]
18
Properties=species:S:1:pos:R:3 method="wB97M-V/def2-TZVPD" gap_ev=9.576 smiles=C[C@@H]([NH3+])CCS charge=+1
C -2.227 -1.281 0.150
C -0.875 -0.642 0.285
C -0.286 -0.202 -1.076
C 1.045 0.556 -1.047
S 1.095 1.705 0.374
N 0.127 -1.597 0.886
H -2.175 -2.203 -0.424
H -2.647 -1.482 1.136
H -2.922 -0.567 -0.280
H -0.915 0.186 0.986
H -1.067 0.409 -1.527
H -0.212 -1.115 -1.675
H 1.911 -0.099 -1.038
H 1.079 1.156 -1.953
H 2.425 1.883 0.301
H 0.241 -2.405 0.279
H 0.996 -1.115 1.106
H -0.189 -1.970 1.792


Calculated ΔE to the lowest compared entry with this formula, charge and spin (eV), listed in the same order as above: 0.000; 0.890; 1.356; 1.254; 0.420; 2.291; 5.393; 0.070